No. 1
{
  "formula": "C13H26Cl2HfO2Si",
  "method": "ωB97M-V/def2-TZVPD",
  "symbols": ["C", "C", "C", "C", "C", "C", "C", "C", "C", "C", "Hf", "Cl", "Cl", "O", "H", "H", "H", "H", "H", "H", "H", "H", "H", "H", "H", "H", "H", "H", "H", "H", "O", "H", "C", "Si", "C", "C", "H", "H", "H", "H", "H", "H", "H", "H", "H"],
  "positions_angstrom": [[0.15, 1.33, -2.09], [-0.49, 2.14, -1.13], [-1.59, 1.42, -0.61], [-0.11, 3.52, -0.76], [-1.66, 0.15, -1.27], [-0.57, 0.09, -2.20], [-0.31, -0.99, -3.18], [1.29, 1.77, -2.94], [-2.58, 1.97, 0.35], [-2.74, -0.86, -1.12], [0.29, 0.00, -0.08], [1.48, 1.55, 1.24], [2.41, -0.50, -1.06], [0.23, -1.93, -0.01], [0.96, 3.68, -0.87], [-0.37, 3.75, 0.27], [-0.63, 4.23, -1.40], [-2.10, 2.48, 1.18], [-3.21, 1.19, 0.77], [-3.22, 2.69, -0.17], [-3.08, -0.92, -0.10], [-2.40, -1.84, -1.42], [-3.59, -0.59, -1.75], [-0.64, -1.96, -2.80], [0.75, -1.08, -3.40], [-0.84, -0.79, -4.11], [2.05, 2.27, -2.35], [0.92, 2.46, -3.70], [1.76, 0.93, -3.44], [-0.41, -2.23, 0.66], [3.22, -3.15, -2.91], [3.00, -4.09, -3.05], [0.23, 0.20, 3.95], [0.78, -1.04, 2.66], [2.61, -1.36, 2.83], [-0.10, -2.64, 3.10], [0.78, 1.15, 3.85], [0.44, -0.22, 4.96], [-0.86, 0.38, 3.85], [2.83, -1.73, 3.86], [2.92, -2.12, 2.09], [3.18, -0.42, 2.66], [0.15, -2.91, 4.15], [-1.20, -2.50, 3.02], [0.23, -3.47, 2.44]],
  "homo_lumo_gap_ha": 0.15749,
  "fmax_ev_per_a": 5.6,
  "charge": -2,
  "spin_multiplicity": 1
}

---

No. 2
{
  "formula": "C13H26CrF6N2O9S2",
  "method": "ωB97M-V/def2-TZVPD",
  "symbols": ["Cr", "C", "F", "F", "F", "S", "O", "O", "N", "S", "O", "O", "C", "F", "F", "F", "C", "C", "O", "O", "H", "H", "H", "C", "C", "C", "O", "H", "H", "H", "H", "H", "H", "H", "H", "C", "O", "C", "C", "N", "C", "C", "O", "C", "H", "H", "H", "H", "H", "H", "H", "H", "H", "H", "H", "H", "H", "H", "H"],
  "positions_angstrom": [[-16.73, -20.39, -8.06], [-19.02, -23.78, -10.16], [-18.44, -24.95, -9.88], [-18.29, -23.18, -11.08], [-20.30, -24.01, -10.67], [-19.17, -22.69, -8.58], [-20.64, -22.52, -8.37], [-18.58, -23.31, -7.43], [-18.36, -21.11, -9.06], [-19.59, -20.44, -9.78], [-20.58, -21.20, -10.45], [-20.11, -19.39, -9.01], [-18.68, -19.65, -11.37], [-18.11, -20.59, -12.04], [-19.66, -19.24, -12.19], [-17.91, -18.62, -10.98], [-14.12, -22.00, -5.27], [-15.07, -21.41, -6.35], [-14.99, -20.15, -6.57], [-15.87, -22.13, -6.93], [-14.21, -23.08, -5.22], [-14.22, -21.53, -4.29], [-13.09, -21.85, -5.60], [-15.13, -27.12, -5.75], [-15.42, -25.73, -6.26], [-16.00, -25.95, -7.69], [-16.41, -25.00, -5.59], [-14.95, -27.00, -4.68], [-14.26, -27.53, -6.27], [-16.00, -27.77, -5.82], [-14.48, -25.18, -6.28], [-16.99, -26.38, -7.81], [-15.36, -26.53, -8.34], [-16.19, -25.01, -8.19], [-16.47, -24.18, -6.09], [-16.93, -17.11, -8.46], [-16.35, -18.43, -8.76], [-15.17, -18.33, -9.58], [-14.48, -19.69, -9.82], [-15.53, -20.73, -9.99], [-14.97, -22.10, -10.06], [-14.12, -22.23, -11.30], [-14.70, -21.87, -12.53], [-13.78, -21.66, -13.62], [-16.32, -16.31, -8.03], [-17.64, -17.25, -7.64], [-17.55, -16.83, -9.31], [-14.42, -17.73, -9.06], [-15.39, -17.89, -10.55], [-13.75, -19.87, -9.03], [-14.00, -19.61, -10.79], [-15.83, -20.74, -10.95], [-15.83, -22.71, -10.34], [-14.48, -22.38, -9.13], [-13.66, -23.22, -11.32], [-13.23, -21.60, -11.23], [-14.29, -21.45, -14.56], [-13.25, -22.56, -13.94], [-13.10, -20.84, -13.40]],
  "homo_lumo_gap_ha": [0.16020, 0.33150],
  "s_squared": 8.755,
  "fmax_ev_per_a": 4.8,
  "charge": -1,
  "spin_multiplicity": 6
}

---

No. 3
{
  "formula": "C13H26GaN",
  "method": "ωB97M-V/def2-TZVPD",
  "symbols": ["C", "H", "H", "H", "C", "H", "H", "C", "H", "H", "H", "C", "C", "C", "C", "C", "C", "C", "C", "C", "C", "Ga", "H", "H", "H", "H", "H", "H", "H", "H", "H", "H", "H", "H", "H", "H", "H", "N", "H", "H", "H"],
  "positions_angstrom": [[1.33, 2.22, 1.15], [1.52, 2.91, 2.01], [2.08, 2.46, 0.32], [1.94, 1.45, 1.66], [-0.08, 2.72, 0.51], [-0.51, 2.02, -0.17], [-0.84, 2.89, 1.28], [0.05, 4.06, -0.31], [-0.97, 4.53, -0.62], [0.60, 4.74, 0.34], [0.59, 3.80, -1.27], [-0.84, -1.94, 0.07], [-1.19, -0.91, -0.79], [-0.04, -0.26, -1.29], [1.11, -0.89, -0.73], [0.63, -1.94, 0.23], [1.48, -3.01, 0.85], [2.54, -0.73, -1.13], [0.02, 0.66, -2.45], [-2.60, -0.70, -1.29], [-1.71, -2.98, 0.68], [0.66, -0.47, 1.36], [3.26, -1.06, -0.36], [2.66, -1.39, -2.01], [2.80, 0.30, -1.42], [2.48, -2.60, 1.05], [1.03, -3.30, 1.82], [1.56, -3.89, 0.19], [-2.74, -2.61, 0.87], [-1.80, -3.86, -0.01], [-1.30, -3.37, 1.64], [-2.72, 0.30, -1.68], [-2.84, -1.41, -2.09], [-3.35, -0.85, -0.51], [0.83, 1.37, -2.34], [0.18, 0.14, -3.40], [-0.91, 1.22, -2.54], [-1.03, 0.07, 2.45], [-1.85, 0.22, 1.85], [-0.94, 0.88, 3.10], [-1.09, -0.78, 2.98]],
  "homo_lumo_gap_ha": [0.22837, 0.22840],
  "fmax_ev_per_a": 4.1,
  "charge": 2,
  "spin_multiplicity": 1
}

---

No. 4
{
  "formula": "C13H26IN2O9P2S",
  "method": "ωB97M-V/def2-TZVPD",
  "symbols": ["O", "N", "O", "C", "N", "C", "P", "O", "I", "S", "C", "C", "P", "O", "O", "O", "H", "H", "H", "H", "H", "H", "H", "H", "C", "C", "O", "C", "H", "H", "H", "H", "H", "H", "C", "C", "O", "C", "H", "H", "H", "H", "H", "H", "C", "C", "O", "C", "H", "H", "H", "H", "H", "H"],
  "positions_angstrom": [[-2.67, -0.74, 1.21], [-2.19, 0.30, 0.73], [-2.12, 0.13, -0.63], [-0.73, -0.29, -0.87], [0.23, 0.92, -0.91], [1.47, 0.64, -1.41], [3.04, 1.70, -1.68], [3.55, 1.40, -3.33], [4.80, 0.69, -0.29], [1.50, -1.19, -1.94], [-0.35, -1.11, -2.24], [-1.06, -2.56, -2.56], [-0.98, -3.83, -1.12], [0.09, -3.50, -0.01], [-2.59, -4.02, -0.39], [-0.66, -5.39, -1.90], [-0.29, -0.89, 0.04], [-0.01, 1.90, -0.58], [3.57, 0.41, -3.49], [-0.66, -0.37, -3.12], [-2.18, -2.50, -2.91], [-0.45, -3.04, -3.46], [-2.89, -3.11, -0.08], [-1.42, -5.44, -2.59], [3.83, -0.27, 4.61], [5.21, 0.04, 4.08], [5.40, 0.27, 2.89], [6.34, 0.04, 5.07], [3.11, -0.24, 3.78], [3.81, -1.27, 5.05], [3.54, 0.48, 5.35], [6.44, -0.94, 5.53], [6.17, 0.80, 5.83], [7.27, 0.28, 4.55], [-5.70, -1.08, 2.36], [-6.52, -2.26, 2.81], [-7.33, -2.15, 3.73], [-6.29, -3.57, 2.11], [-5.97, -0.20, 2.95], [-4.64, -1.29, 2.50], [-5.91, -0.87, 1.31], [-5.26, -3.89, 2.24], [-6.53, -3.47, 1.05], [-6.95, -4.33, 2.55], [2.53, 5.35, -3.26], [1.11, 4.86, -3.42], [0.74, 3.82, -2.88], [0.18, 5.69, -4.26], [3.08, 4.65, -2.62], [3.01, 5.41, -4.23], [2.52, 6.33, -2.78], [0.57, 5.76, -5.28], [0.07, 6.68, -3.83], [-0.80, 5.21, -4.29]],
  "homo_lumo_gap_ha": 0.22146,
  "fmax_ev_per_a": 6.6,
  "charge": 1,
  "spin_multiplicity": 1,
  "relative_energy_ev": 0.6981
}

---

No. 5
{
  "formula": "C13H26NO4P2Zr",
  "method": "ωB97M-V/def2-TZVPD",
  "symbols": ["Zr", "P", "C", "C", "N", "C", "C", "C", "C", "C", "P", "H", "H", "H", "H", "H", "H", "H", "H", "O", "H", "H", "O", "H", "C", "H", "H", "H", "C", "H", "H", "H", "C", "H", "H", "H", "C", "H", "H", "H", "C", "C", "O", "O", "H", "H", "H"],
  "positions_angstrom": [[-0.06, -0.18, 0.22], [2.12, 0.87, 1.18], [3.31, 0.24, -0.08], [2.80, -0.66, -1.18], [1.47, -0.95, -1.29], [1.07, -1.83, -2.26], [2.00, -2.54, -3.00], [3.35, -2.28, -2.85], [3.76, -1.29, -1.97], [-0.41, -2.14, -2.43], [-1.62, -0.88, -1.84], [4.81, -1.06, -1.82], [1.63, -3.33, -3.65], [4.09, -2.84, -3.42], [-0.63, -2.27, -3.50], [-0.65, -3.10, -1.94], [3.84, 1.10, -0.48], [4.04, -0.35, 0.47], [2.72, 2.67, -3.60], [2.99, 3.60, -3.43], [2.83, 3.63, -2.45], [-1.23, 2.68, 0.46], [-0.76, 2.02, -0.06], [-0.76, 2.34, -0.98], [-1.64, 0.23, -3.28], [-1.01, -0.21, -4.08], [-2.66, 0.34, -3.64], [-1.28, 1.23, -2.98], [-3.27, -1.65, -1.94], [-4.02, -0.87, -1.73], [-3.48, -2.10, -2.93], [-3.38, -2.42, -1.16], [2.88, 0.11, 2.64], [3.90, 0.50, 2.77], [2.29, 0.30, 3.54], [2.96, -0.98, 2.50], [2.46, 2.63, 1.42], [1.82, 3.00, 2.24], [3.51, 2.81, 1.68], [2.22, 3.20, 0.51], [-1.20, -2.21, 3.45], [-0.80, -1.49, 2.22], [-1.28, -0.31, 1.97], [0.05, -1.97, 1.35], [-1.94, -1.63, 4.02], [-0.32, -2.35, 4.08], [-1.63, -3.17, 3.16]],
  "homo_lumo_gap_ha": 0.26195,
  "fmax_ev_per_a": 2.1,
  "charge": 3,
  "spin_multiplicity": 1,
  "relative_energy_ev": 0.0000
}

---

What did the fourth record say?
{
  "formula": "C13H26IN2O9P2S",
  "method": "ωB97M-V/def2-TZVPD",
  "symbols": ["O", "N", "O", "C", "N", "C", "P", "O", "I", "S", "C", "C", "P", "O", "O", "O", "H", "H", "H", "H", "H", "H", "H", "H", "C", "C", "O", "C", "H", "H", "H", "H", "H", "H", "C", "C", "O", "C", "H", "H", "H", "H", "H", "H", "C", "C", "O", "C", "H", "H", "H", "H", "H", "H"],
  "positions_angstrom": [[-2.67, -0.74, 1.21], [-2.19, 0.30, 0.73], [-2.12, 0.13, -0.63], [-0.73, -0.29, -0.87], [0.23, 0.92, -0.91], [1.47, 0.64, -1.41], [3.04, 1.70, -1.68], [3.55, 1.40, -3.33], [4.80, 0.69, -0.29], [1.50, -1.19, -1.94], [-0.35, -1.11, -2.24], [-1.06, -2.56, -2.56], [-0.98, -3.83, -1.12], [0.09, -3.50, -0.01], [-2.59, -4.02, -0.39], [-0.66, -5.39, -1.90], [-0.29, -0.89, 0.04], [-0.01, 1.90, -0.58], [3.57, 0.41, -3.49], [-0.66, -0.37, -3.12], [-2.18, -2.50, -2.91], [-0.45, -3.04, -3.46], [-2.89, -3.11, -0.08], [-1.42, -5.44, -2.59], [3.83, -0.27, 4.61], [5.21, 0.04, 4.08], [5.40, 0.27, 2.89], [6.34, 0.04, 5.07], [3.11, -0.24, 3.78], [3.81, -1.27, 5.05], [3.54, 0.48, 5.35], [6.44, -0.94, 5.53], [6.17, 0.80, 5.83], [7.27, 0.28, 4.55], [-5.70, -1.08, 2.36], [-6.52, -2.26, 2.81], [-7.33, -2.15, 3.73], [-6.29, -3.57, 2.11], [-5.97, -0.20, 2.95], [-4.64, -1.29, 2.50], [-5.91, -0.87, 1.31], [-5.26, -3.89, 2.24], [-6.53, -3.47, 1.05], [-6.95, -4.33, 2.55], [2.53, 5.35, -3.26], [1.11, 4.86, -3.42], [0.74, 3.82, -2.88], [0.18, 5.69, -4.26], [3.08, 4.65, -2.62], [3.01, 5.41, -4.23], [2.52, 6.33, -2.78], [0.57, 5.76, -5.28], [0.07, 6.68, -3.83], [-0.80, 5.21, -4.29]],
  "homo_lumo_gap_ha": 0.22146,
  "fmax_ev_per_a": 6.6,
  "charge": 1,
  "spin_multiplicity": 1,
  "relative_energy_ev": 0.6981
}

---

Repeat the second record exactly.
{
  "formula": "C13H26CrF6N2O9S2",
  "method": "ωB97M-V/def2-TZVPD",
  "symbols": ["Cr", "C", "F", "F", "F", "S", "O", "O", "N", "S", "O", "O", "C", "F", "F", "F", "C", "C", "O", "O", "H", "H", "H", "C", "C", "C", "O", "H", "H", "H", "H", "H", "H", "H", "H", "C", "O", "C", "C", "N", "C", "C", "O", "C", "H", "H", "H", "H", "H", "H", "H", "H", "H", "H", "H", "H", "H", "H", "H"],
  "positions_angstrom": [[-16.73, -20.39, -8.06], [-19.02, -23.78, -10.16], [-18.44, -24.95, -9.88], [-18.29, -23.18, -11.08], [-20.30, -24.01, -10.67], [-19.17, -22.69, -8.58], [-20.64, -22.52, -8.37], [-18.58, -23.31, -7.43], [-18.36, -21.11, -9.06], [-19.59, -20.44, -9.78], [-20.58, -21.20, -10.45], [-20.11, -19.39, -9.01], [-18.68, -19.65, -11.37], [-18.11, -20.59, -12.04], [-19.66, -19.24, -12.19], [-17.91, -18.62, -10.98], [-14.12, -22.00, -5.27], [-15.07, -21.41, -6.35], [-14.99, -20.15, -6.57], [-15.87, -22.13, -6.93], [-14.21, -23.08, -5.22], [-14.22, -21.53, -4.29], [-13.09, -21.85, -5.60], [-15.13, -27.12, -5.75], [-15.42, -25.73, -6.26], [-16.00, -25.95, -7.69], [-16.41, -25.00, -5.59], [-14.95, -27.00, -4.68], [-14.26, -27.53, -6.27], [-16.00, -27.77, -5.82], [-14.48, -25.18, -6.28], [-16.99, -26.38, -7.81], [-15.36, -26.53, -8.34], [-16.19, -25.01, -8.19], [-16.47, -24.18, -6.09], [-16.93, -17.11, -8.46], [-16.35, -18.43, -8.76], [-15.17, -18.33, -9.58], [-14.48, -19.69, -9.82], [-15.53, -20.73, -9.99], [-14.97, -22.10, -10.06], [-14.12, -22.23, -11.30], [-14.70, -21.87, -12.53], [-13.78, -21.66, -13.62], [-16.32, -16.31, -8.03], [-17.64, -17.25, -7.64], [-17.55, -16.83, -9.31], [-14.42, -17.73, -9.06], [-15.39, -17.89, -10.55], [-13.75, -19.87, -9.03], [-14.00, -19.61, -10.79], [-15.83, -20.74, -10.95], [-15.83, -22.71, -10.34], [-14.48, -22.38, -9.13], [-13.66, -23.22, -11.32], [-13.23, -21.60, -11.23], [-14.29, -21.45, -14.56], [-13.25, -22.56, -13.94], [-13.10, -20.84, -13.40]],
  "homo_lumo_gap_ha": [0.16020, 0.33150],
  "s_squared": 8.755,
  "fmax_ev_per_a": 4.8,
  "charge": -1,
  "spin_multiplicity": 6
}